Record 1
{"formula": "C16H20LaNO", "method": "ωB97M-V with the def2-TZVPD basis set", "elements": ["La", "C", "C", "C", "H", "C", "C", "H", "H", "H", "H", "C", "C", "C", "H", "C", "C", "H", "H", "H", "H", "O", "C", "C", "C", "C", "C", "H", "H", "H", "H", "H", "H", "H", "H", "H", "H", "N", "C"], "positions_angstrom": [[0.96683, 0.61023, 0.91333], [1.48605, -0.74756, 3.25754], [0.10522, -0.39281, 3.34634], [-0.60755, -1.12601, 2.34934], [-0.34119, 0.28040, 4.08233], [0.32914, -1.94630, 1.64663], [1.62210, -1.70797, 2.20964], [2.54947, -2.20431, 1.91832], [2.28734, -0.38999, 3.90704], [-1.69068, -1.12611, 2.19892], [0.08147, -2.66959, 0.86344], [3.08855, 1.13893, -0.87545], [3.42853, -0.09169, -0.23902], [2.51693, -1.08730, -0.70123], [4.27270, -0.25999, 0.43549], [1.60343, -0.47489, -1.60730], [1.95787, 0.90778, -1.71662], [1.49822, 1.62696, -2.39857], [3.63507, 2.07975, -0.78083], [2.54494, -2.15033, -0.46003], [0.84973, -0.99408, -2.20315], [-0.95769, 1.60404, 1.12576], [-2.35275, -0.17085, -1.77248], [-2.81790, 0.79194, -0.73300], [-2.34124, -1.62079, -1.49194], [-1.89339, 0.29551, -3.09310], [-2.13544, 1.82999, 0.37232], [-3.53478, 0.22908, -0.10776], [-3.40544, 1.52810, -1.31974], [-1.97653, 2.79341, -0.14088], [-2.91742, 1.97981, 1.13212], [-3.09713, -2.16415, -2.08883], [-2.55013, -1.85229, -0.43815], [-1.37177, -2.08311, -1.74921], [-2.70498, 0.31813, -3.84101], [-1.12701, -0.37638, -3.50636], [-1.47692, 1.31064, -3.07258], [2.40044, 3.65803, 2.54397], [2.07593, 2.65377, 2.03471]], "forces_ev_per_angstrom": [[-0.5, 0.4, -0.6], [-0.4, -0.7, 0.0], [-0.1, -0.8, 0.0], [0.4, -0.7, 0.8], [0.2, -0.1, -0.5], [0.0, 0.0, 0.9], [-0.4, -0.4, 0.7], [-0.3, 0.3, 0.1], [-0.3, 0.0, -0.3], [0.6, 0.2, -0.1], [0.1, 0.5, 0.2], [0.0, -0.4, -0.5], [0.0, -0.1, -0.7], [0.3, 0.4, -0.7], [-0.4, 0.1, -0.2], [0.7, 0.2, -0.1], [0.6, -0.5, 0.0], [0.1, -0.2, 0.4], [-0.3, -0.3, 0.1], [-0.1, 0.4, 0.0], [0.0, 0.3, 0.4], [-1.3, -0.3, -1.3], [1.6, 0.9, 2.0], [-0.5, -0.1, 0.0], [0.0, 0.2, 0.0], [0.1, 0.0, 0.3], [0.7, 0.2, 0.2], [-0.1, 0.1, 0.1], [-0.4, 0.5, 0.4], [-0.3, 0.0, -0.2], [-0.5, 0.1, -0.3], [-0.3, -0.5, -0.3], [0.1, 0.1, -0.2], [0.1, -0.4, 0.0], [-0.4, 0.0, -0.7], [0.2, 0.1, -0.2], [0.0, -0.1, 0.0], [-0.2, -0.9, -0.5], [0.8, 1.6, 1.0]], "mulliken_charge": [1.274, -0.649, -0.553, -0.296, 0.349, -0.437, -0.567, 0.462, 0.409, 0.386, 0.371, -0.607, -0.633, -0.587, 0.371, -0.074, -0.664, 0.417, 0.438, 0.467, 0.295, -0.326, 1.121, -1.068, -1.343, -1.621, -0.638, 0.217, 0.206, 0.242, 0.303, 0.389, 0.162, 0.085, 0.426, 0.277, 0.223, -0.784, -0.046], "mol_weight_g_mol": 381.25, "charge": -2, "gap_ev": 2.83, "e_above_lowest_ev": 0.142, "e_lumo_ev": 4.69}

---

Record 2
{"formula": "C16H20NNiOSSbSe4", "method": "ωB97M-V with the def2-TZVPD basis set", "elements": ["Ni", "C", "N", "C", "C", "C", "C", "C", "C", "C", "C", "H", "H", "H", "H", "H", "H", "H", "H", "H", "H", "H", "H", "C", "S", "O", "C", "C", "C", "C", "C", "C", "H", "H", "H", "H", "H", "H", "H", "H", "Se", "Sb", "Se", "Se", "Se"], "positions_angstrom": [[0.17512, 0.06288, -0.04545], [-1.09353, -2.47483, 1.81781], [-1.41945, -1.12949, 1.36771], [-2.77828, -1.07964, 0.83896], [-1.26427, -0.16971, 2.47412], [-1.26866, 1.25409, 1.97306], [-1.95596, 2.26212, 2.63531], [-1.92030, 3.56892, 2.16189], [-1.20425, 3.85684, 1.00934], [-0.51729, 2.84466, 0.33876], [-0.53785, 1.54207, 0.81979], [-1.73290, -2.79882, 2.65249], [-0.05254, -2.50792, 2.14396], [-1.22788, -3.18301, 0.99883], [-3.51828, -1.33880, 1.61081], [-2.88149, -1.78747, 0.01569], [-2.98934, -0.07783, 0.46732], [-0.30026, -0.37427, 2.94931], [-2.04787, -0.32371, 3.23144], [-2.52691, 2.02304, 3.52607], [-2.45590, 4.35143, 2.68315], [-1.17350, 4.86692, 0.61993], [0.01809, 3.09045, -0.57448], [-0.94964, -0.75541, -3.96917], [-0.96676, -1.08132, -2.21613], [-1.11754, 0.30266, -1.59617], [0.75168, -1.47645, -1.92268], [1.04163, -2.67994, -1.28215], [2.36683, -3.00714, -1.03852], [3.37959, -2.13645, -1.43070], [3.08127, -0.93052, -2.05253], [1.76377, -0.59049, -2.29478], [-0.22301, 0.02701, -4.18045], [-1.95341, -0.42786, -4.23462], [-0.70036, -1.67838, -4.49081], [0.23388, -3.34074, -0.99165], [2.60913, -3.93116, -0.53140], [4.41120, -2.38890, -1.22466], [3.86302, -0.22869, -2.31504], [1.53543, 0.37775, -2.72525], [1.99314, 3.98944, 1.99723], [2.96262, 2.19056, 0.55649], [3.13222, 2.83107, -1.77249], [5.39319, 2.45208, 0.73118], [2.06565, 0.00491, 1.26845]], "forces_ev_per_angstrom": [[0.2, 0.5, 0.0], [0.0, 0.0, 0.0], [0.0, 0.0, 0.0], [0.0, 0.0, 0.0], [0.0, 0.0, 0.0], [0.0, -0.2, 0.0], [0.0, 0.0, 0.0], [0.0, 0.0, -0.1], [-0.1, 0.0, 0.1], [0.1, 0.0, -0.2], [-0.1, -0.1, 0.2], [0.0, 0.0, 0.0], [0.0, 0.0, 0.0], [0.0, 0.0, 0.0], [0.0, 0.0, 0.0], [0.0, 0.0, 0.0], [0.0, 0.0, 0.0], [0.0, 0.0, 0.0], [0.0, 0.0, 0.0], [0.0, 0.0, 0.0], [0.0, 0.0, 0.0], [0.0, 0.0, 0.0], [0.0, 0.0, 0.0], [0.1, 0.0, -0.1], [0.1, 0.0, 0.0], [0.0, -0.1, 0.1], [-0.2, -0.1, -0.1], [0.1, 0.0, 0.0], [0.0, 0.1, 0.0], [-0.1, 0.0, 0.0], [0.1, -0.1, 0.0], [-0.1, 0.1, 0.0], [0.0, 0.0, 0.0], [0.0, 0.0, 0.0], [0.0, 0.0, 0.0], [0.0, 0.0, 0.0], [0.0, 0.0, 0.0], [0.0, 0.0, 0.0], [0.0, 0.0, 0.0], [0.0, 0.0, 0.0], [0.0, 0.0, 0.0], [0.1, 0.0, 0.0], [0.0, -0.1, 0.0], [-0.1, 0.0, 0.0], [0.0, 0.0, 0.0]], "mulliken_spin": [-0.003, 0.000, 0.000, 0.000, -0.008, 0.016, 0.018, -0.008, -0.006, 0.016, -0.001, 0.000, 0.000, 0.000, 0.000, 0.000, 0.001, -0.001, 0.000, 0.001, -0.001, 0.006, 0.013, 0.000, 0.000, 0.002, -0.002, 0.000, 0.000, 0.002, -0.004, -0.005, 0.001, 0.000, 0.000, 0.000, 0.000, 0.000, -0.005, 0.009, 0.942, -0.076, 0.375, 0.731, -0.015], "mol_weight_g_mol": 770.70, "spin_multiplicity": 3, "gap_ev": [7.50, 6.03], "e_above_lowest_ev": 0.000, "e_lumo_ev": [-0.48, -1.90]}